The following is a DFT calculation (ωB97M-V/def2-TZVPD) of C13H19Cl2HfN as an isolated structure.

The geometry in ORCA input format:
```
! RIJCOSX wB97M-V def2-TZVPD def2/J DEFGRID3
* xyz 0 1
C -1.9995 0.8781 -2.0500
C 0.5473 -0.3573 -3.0079
H 1.9369 -1.0941 3.4591
H 3.4216 -0.9323 -1.5881
H 0.0157 -1.9930 1.8991
H 2.1700 -0.1622 5.7711
C -1.9375 -0.1728 -3.1818
H -2.8129 0.6442 -1.3597
C 0.1165 0.5114 5.8781
H 3.6994 0.5430 -0.8737
H -0.6368 -1.0334 -4.7415
H 1.5051 -0.3056 -3.5356
H 0.2237 0.9467 6.8697
N -0.2204 -0.9994 1.9540
H -2.2114 0.0841 3.4003
H 0.5508 -1.3893 -2.5978
C -0.1400 -0.5321 3.2924
Hf 1.3291 -0.2040 -0.3128
C -0.7050 1.0852 -1.3393
C 1.2099 -0.1023 5.2500
H -1.9859 0.9951 5.7173
C 3.3520 -0.4724 -0.5530
H -2.0974 -1.1660 -2.7482
C -0.6324 -0.2335 -3.9816
H -1.1873 -0.9536 1.6246
H -2.2700 1.8335 -2.4941
C -1.1221 0.5544 5.2148
H -0.7392 1.8073 -0.5024
Cl 0.4247 -2.4074 -0.5189
C 1.0870 -0.6321 3.9687
H 1.4097 1.2654 -1.8559
Cl 1.3594 1.5989 1.2541
C -1.2486 0.0428 3.9245
H -0.4664 0.7090 -4.5102
C 0.4279 0.7452 -1.9669
H -2.7530 0.0166 -3.8854
*
```

Calculated values
LUMO level: -1.0 eV
HOMO-LUMO gap: 6.1 eV
electronic energy: -41630.01628 eV
strongest force on any atom: 0.101 hartree/bohr
ΔE to the lowest compared entry with this formula, charge and spin: 51.06 kcal per mole



The following is a DFT calculation (ωB97M-V/def2-TZVPD) of C47H27BrIrN8O4 as an isolated structure.

The geometry in ORCA input format:
```
! RIJCOSX wB97M-V def2-TZVPD def2/J DEFGRID3
* xyz 0 6
C -2.5916 0.4858 -4.1494
C -0.7014 2.8659 1.0407
C -0.0409 0.9087 -5.1695
C -0.8978 -1.8897 2.7894
H 3.8768 -1.1950 -6.4673
C -0.4726 -0.0980 4.1682
Ir 0.6350 -1.2486 0.3008
H 0.9479 1.0884 -5.5696
Br -0.9286 1.5016 -7.8059
H -3.2115 -7.7613 1.1639
C 3.0524 0.4764 -0.2114
C 3.9172 1.4253 0.4426
H -1.8533 1.2660 6.9032
C 3.4870 -0.9631 -4.3722
C -1.1769 -3.5219 1.1659
H 1.7991 4.1663 -0.9395
C 5.6624 2.9624 0.9123
C -1.0715 -5.0534 -0.5122
C -2.3897 -5.8017 1.3890
C 2.1946 0.8338 1.8085
H -2.8079 -5.6263 2.3711
C 0.3684 4.7709 2.0782
H 0.6364 0.4633 -3.1865
O 0.0522 2.3163 -1.1358
H 2.3331 -3.0713 -6.7717
C -2.0671 -7.2051 -0.5663
C -1.4851 0.3252 -3.3262
C -0.6046 3.7636 2.0753
H -3.0467 -2.2420 4.7232
H 3.5615 2.6884 3.5950
C 0.1681 3.0160 -0.1210
N 3.2513 0.0037 -1.4551
C 1.7073 -3.1412 -4.7233
C -1.6662 1.7275 1.1724
C -2.4357 0.8303 -5.4846
C 2.7473 -1.4707 -3.3227
C 3.3799 1.6451 1.7187
N 1.7291 -1.8577 -1.2861
H -3.7118 1.3305 0.9892
C -3.0911 2.0330 1.5430
C -1.3278 -1.1761 4.0032
C -0.6322 0.8032 5.2027
H -1.2711 3.6743 2.9253
H -3.2262 1.8520 2.6130
N 0.2261 -1.2452 2.2839
N -0.4349 -2.9774 0.1701
H 5.4796 1.9067 -0.9609
C 2.4461 -2.6361 -5.7875
N 1.3862 0.7842 2.8868
N 2.0171 0.1797 0.6258
C 5.0710 2.0814 0.0255
H 1.0128 -3.9608 -4.8476
H -0.8749 -6.4049 -2.1774
H 0.0433 1.6407 5.3167
O -1.3080 0.5727 1.0890
C -1.6902 0.5845 6.0784
C -2.3813 -1.4017 4.8670
H 0.4346 5.4427 2.9237
H -3.5770 0.3321 -3.7294
C 1.2228 -2.7770 -2.1985
H -3.3665 -0.6386 6.6100
H 4.1515 -0.1220 -4.2269
O -0.7174 -0.8395 -1.4458
H 1.9996 5.6993 1.0198
N 0.3496 -3.7023 -2.0083
O -2.7192 0.2060 -1.3150
C -1.2923 -6.2440 -1.1925
H 6.5591 3.4938 0.6213
C 1.8787 -2.5385 -3.4934
C -2.5508 -0.5006 5.9125
C 0.4862 -0.1303 3.0514
C -2.6091 -6.9865 0.7081
H -3.3772 3.0568 1.3111
H -3.2930 0.9394 -6.1345
C -0.3232 -3.8657 -0.8472
H -2.2617 -8.1443 -1.0675
N -1.5077 -2.9287 2.3357
C 1.2524 4.9167 0.9998
C 3.3237 -1.5666 -5.6145
C 1.1575 4.0763 -0.0722
C -1.1580 1.0339 -5.9781
C -1.6771 -0.0929 -1.8818
C 3.9828 2.5243 2.6120
C 5.1249 3.1804 2.1915
H 5.6200 3.8747 2.8580
C -1.6117 -4.8354 0.7630
C -0.2161 0.5475 -3.8430
C 2.6148 -1.0227 -1.9255
*
```

Calculated values
LUMO level (spin up / spin down): -1.1 / -2.5 eV
HOMO-LUMO gap (spin up / spin down): 5.2 / 5.7 eV
electronic energy: -142170.40795 eV
<S²>: 8.8455
strongest force on any atom: 0.013 hartree/bohr
ΔE to the lowest compared entry with this formula, charge and spin: 0.00 kcal per mole



The following is a DFT calculation (ωB97M-V/def2-TZVPD) of an isolated molecule of C11H20N2O3S.

The geometry in ORCA input format:
```
! RIJCOSX wB97M-V def2-TZVPD def2/J DEFGRID3
* xyz 0 1
H -3.2777 3.8898 -0.3077
H -0.6338 -2.9330 -1.1729
S 1.1379 2.1925 0.8150
C -3.3985 3.1278 0.4584
H -4.0519 0.9852 0.6331
C 0.7629 -1.4574 -0.0512
H -2.4651 2.9655 0.8984
H -2.1994 1.6267 -1.6590
H -0.0741 -1.4623 0.7662
O 0.3511 -1.6343 -2.5626
H 0.9942 -3.2959 -1.4427
C 1.9818 -2.1256 0.5809
H 3.1100 -0.0956 -1.0901
H 3.3631 1.5486 1.3419
C -2.8378 0.9538 -1.0524
C 2.7304 1.5168 0.4172
H -3.4539 0.2869 -1.7940
H 0.5700 -0.7095 -2.3179
H 2.5198 -0.4532 1.9271
H 2.5281 -2.7576 -0.0857
O 4.2751 -1.2430 1.1034
H 4.3513 -1.9508 1.8439
H 3.2127 2.1404 -0.3098
N 1.0789 -0.1224 -0.4696
C 0.2877 0.8215 0.1817
C -3.8710 1.6705 -0.1697
C 0.3451 -2.4214 -1.3462
C 2.8606 -0.9448 0.9981
H -2.4528 -0.5037 0.3133
H -4.8037 1.7590 -0.6425
C -1.9556 0.1409 -0.3173
H -1.4768 -0.5079 -1.0499
C 2.5638 0.1030 -0.1354
H 1.2953 -2.5536 2.4402
O 1.6362 -3.0048 1.6708
H -3.9965 3.4845 1.1914
N -1.0077 0.9636 0.3957
*
```

Calculated values
LUMO level: 0.4 eV
HOMO-LUMO gap: 9.1 eV
electronic energy: -31686.73506 eV
strongest force on any atom: 0.099 hartree/bohr
ΔE to the lowest compared entry with this formula, charge and spin: 103.74 kcal per mole



The following is a DFT calculation (ωB97M-V/def2-TZVPD) of C33H39AsBiBrN7O2SSi2 as an isolated structure.

The geometry in ORCA input format:
```
! RIJCOSX wB97M-V def2-TZVPD def2/J DEFGRID3
* xyz 1 1
H -3.8782 0.0076 1.6331
Si -2.9833 -2.3130 1.8544
N 6.0860 -0.3418 -3.9701
H 5.1044 0.1210 -8.1907
N 1.7424 -0.6570 -1.1973
C 2.3339 -1.8129 4.3119
C -0.8256 3.8634 -3.1495
C -0.9188 -5.3908 0.8504
C 8.0373 -0.1984 -5.5883
C 4.0451 -0.4822 -1.7837
C 3.0299 -0.5919 -0.8519
H -3.7483 -3.9663 0.1564
N -1.4767 1.3580 2.1737
H -0.4420 -6.2786 0.4267
H 8.8451 -0.2824 -4.8731
Br 0.4762 4.1182 -0.6186
H -2.1806 -3.5958 -1.6274
N 4.4304 -0.1700 -5.4553
C -0.6056 3.2575 -1.9235
H -2.5194 2.1211 0.5751
Bi -0.1414 0.1284 0.3778
C -1.2224 1.4523 3.4752
O -2.0091 -0.3491 -0.8636
H -1.5034 2.4644 5.3344
C -1.7772 2.4187 4.2895
H -2.6449 -4.4884 3.0283
C -2.9742 3.2091 2.3817
As -0.6303 -2.1609 1.6131
C 1.5452 -4.0196 -0.2434
H -4.1619 -3.7190 3.5118
C -0.8606 -0.3523 5.1322
H -0.6892 -5.3585 1.9168
H 6.5507 -0.4488 -3.0867
H -3.1268 4.0853 4.3379
H 1.7662 -4.8888 -0.8697
N -0.4187 0.4371 4.0724
H 0.1561 -2.0489 6.0915
C 3.7272 -0.4303 -3.1360
H 3.2510 -0.6347 0.2085
H -1.8189 -0.2031 5.5960
C -2.3978 0.0829 -2.0281
Si -0.3003 -3.8587 -0.0215
C -3.8404 -0.7491 2.4189
C 7.2333 0.0489 -7.8730
H 1.9729 -3.1424 -0.7275
C -2.6748 3.3143 3.7282
H 2.0468 -4.1569 0.7177
C -2.3407 2.2288 1.6395
C -1.0967 -3.6625 -1.6824
H 0.3809 -0.6875 -2.7523
C -1.8633 1.4375 -2.4570
N -1.0987 2.0908 -1.5774
H 9.3037 -0.0507 -7.2910
C 2.3827 -0.5040 -3.4940
H -4.9983 -2.7944 0.5858
H -1.9997 -5.5081 0.7401
H 5.0671 -0.4288 -1.4333
H -0.8333 -4.5310 -2.2931
O -3.1241 -0.5215 -2.7877
C 6.6983 -0.2136 -5.2003
C 0.1046 -1.2549 5.3684
C 5.9146 0.0317 -7.4796
H -3.4042 -0.3033 3.3163
C 0.8082 0.0132 3.6639
H -1.8217 3.6100 -5.0285
H 2.3039 -2.3294 3.3538
H -2.6153 -3.1328 4.1546
H -3.6805 3.8733 1.9046
H 3.2076 -1.1676 4.3505
C 1.4352 -0.6157 -2.5034
H -2.7868 1.3771 -4.3765
H -0.3942 4.8266 -3.3773
H -0.7524 -2.7614 -2.1956
H 2.3709 -2.5365 5.1212
H -4.8705 -1.0328 2.6536
C 8.2812 -0.0657 -6.9379
C -1.6236 3.1803 -4.0553
H -3.6889 -2.3262 -0.5143
H 2.1066 -0.4746 -4.5385
C 4.7353 -0.3063 -4.1965
N 1.1245 -1.0151 4.4641
H 7.4779 0.1523 -8.9216
S 1.7858 0.6866 2.4465
C -2.1563 1.9469 -3.7100
C -3.9322 -2.9127 0.3746
C 5.6463 -0.1056 -6.1150
C -3.1126 -3.5316 3.2665
*
```

Calculated values
LUMO level: -2.7 eV
HOMO-LUMO gap: 7.5 eV
electronic energy: -212691.09663 eV
strongest force on any atom: 0.007 hartree/bohr
ΔE to the lowest compared entry with this formula, charge and spin: 4.33 kcal per mole